# 1
This record from the OMol25 dataset describes a 2-piece molecular cluster, CH3NO3S overall in a non-equilibrium geometry. The level of theory is wB97M-V/def2-TZVPD.

Computed properties:
- expectation value of S² = 2.007
- highest occupied orbital energy (alpha / beta) (eV) = -6.18 / -10.97
- gap between HOMO and LUMO (alpha / beta) (Eh) = 0.182 / 0.341
- LUMO (alpha / beta) (eV) = -1.21 / -1.70
- electronic energy (a.u.) = -718.36396
- energy above the lowest of the compared OMol25 structures with the same formula, charge and spin (eV) = 1.5702
- max |F| (eV Å⁻¹) = 8.5

Structure (ORCA input):
```
! RIJCOSX wB97M-V def2-TZVPD def2/J DEFGRID3
* xyz 0 3
C 1.92314 0.02640 0.24521
N 0.80552 -0.42459 -0.19525
O -3.68180 0.09299 -0.68827
O -1.62229 1.05768 0.15935
O 0.22865 -1.48875 0.11911
S -2.71924 0.14723 0.37223
H 2.46353 -0.54221 0.98179
H 2.29985 0.96349 -0.11280
H 0.30265 0.16776 -0.88137
*
```

Okay, here come the natural (NBO) numbers, in e, for every atom: number 1, C, carries -0.201; number 2, N, carries -0.232; number 3, O, carries -0.822; number 4, O, carries -0.854; number 5, O, carries -0.268; number 6, S, carries 1.658; number 7, H, carries 0.185; number 8, H, carries 0.186; number 9, H, carries 0.347

# 2
This record from the OMol25 dataset describes CH3NO3S2 as an isolated structure in a non-equilibrium geometry. The level of theory is wB97M-V/def2-TZVPD.

Computed properties:
- expectation value of S² = 2.010
- highest occupied orbital energy (alpha / beta) (eV) = -7.28 / -10.03
- gap between HOMO and LUMO (alpha / beta) (Eh) = 0.277 / 0.212
- LUMO (alpha / beta) (eV) = 0.24 / -4.26
- electronic energy (a.u.) = -1116.42452
- energy above the lowest of the compared OMol25 structures with the same formula, charge and spin (eV) = 3.4139
- max |F| (eV Å⁻¹) = 6.0

Structure (ORCA input):
```
! RIJCOSX wB97M-V def2-TZVPD def2/J DEFGRID3
* xyz 0 3
C -0.12521 1.35061 0.59498
N 4.08421 0.19584 -1.44549
O 4.63561 0.12998 1.13613
O 2.24252 1.84562 -0.44931
O 2.35954 -0.37498 0.45576
S 3.81341 0.05833 -0.02748
S 1.27624 0.78982 -0.46504
H -0.50887 2.13748 -0.04288
H -0.76527 0.50042 0.95970
H -0.21140 2.00939 1.52557
*
```

Okay, here come the natural (NBO) numbers, in e, for every atom: number 1, C, carries -0.842; number 2, N, carries -0.866; number 3, O, carries -0.841; number 4, O, carries -0.718; number 5, O, carries -0.868; number 6, S, carries 2.052; number 7, S, carries 1.285; number 8, H, carries 0.253; number 9, H, carries 0.263; number 10, H, carries 0.281

# 3
This record from the OMol25 dataset describes a 2-piece molecular cluster, CH3NO4 overall in a non-equilibrium geometry. The level of theory is wB97M-V/def2-TZVPD.

Computed properties:
- highest occupied orbital energy (alpha / beta) (eV) = -9.71 / -9.46
- gap between HOMO and LUMO (alpha / beta) (Eh) = 0.302 / 0.285
- LUMO (alpha / beta) (eV) = -1.49 / -1.71
- electronic energy (a.u.) = -395.22208
- energy above the lowest of the compared OMol25 structures with the same formula, charge and spin (eV) = 8.9743
- max |F| (eV Å⁻¹) = 3.3

Structure (ORCA input):
```
! RIJCOSX wB97M-V def2-TZVPD def2/J DEFGRID3
* xyz 0 1
C -1.12592 -0.10928 -0.17224
N -0.19301 0.62230 -0.93915
O 1.94057 -1.17827 -0.22014
O 0.52279 1.44586 -0.42523
O 1.54750 -0.64221 0.87118
O 1.59752 0.61371 0.92794
H -0.93534 -1.08282 -0.56133
H -1.09956 0.08056 0.86377
H -2.25454 0.25015 -0.34480
*
```

Okay, here come the natural (NBO) numbers, in e, for every atom: number 1, C, carries -0.532; number 2, N, carries 0.130; number 3, O, carries -0.198; number 4, O, carries -0.184; number 5, O, carries 0.182; number 6, O, carries -0.108; number 7, H, carries 0.246; number 8, H, carries 0.212; number 9, H, carries 0.252

# 4
This record from the OMol25 dataset describes a 2-piece molecular cluster, CH3NO4 overall in a non-equilibrium geometry. The level of theory is wB97M-V/def2-TZVPD.

Computed properties:
- expectation value of S² = 2.007
- highest occupied orbital energy (alpha / beta) (eV) = -6.89 / -10.18
- gap between HOMO and LUMO (alpha / beta) (Eh) = 0.265 / 0.330
- LUMO (alpha / beta) (eV) = 0.33 / -1.20
- electronic energy (a.u.) = -395.25110
- energy above the lowest of the compared OMol25 structures with the same formula, charge and spin (eV) = 1.9811
- max |F| (eV Å⁻¹) = 12.7

Structure (ORCA input):
```
! RIJCOSX wB97M-V def2-TZVPD def2/J DEFGRID3
* xyz 0 3
C -0.31152 0.97051 0.98405
N -1.41761 0.83973 0.60118
O 0.73889 1.03207 1.49398
O -2.05006 0.14374 -0.35450
O 1.39498 -0.59045 -0.60485
O 0.13918 -1.10350 -1.16697
H 1.74366 -1.24052 0.09097
H -1.46265 -0.38469 -0.86381
H 1.22513 0.33310 -0.18005
*
```

Okay, here come the natural (NBO) numbers, in e, for every atom: number 1, C, carries 0.751; number 2, N, carries -0.214; number 3, O, carries -0.552; number 4, O, carries -0.501; number 5, O, carries -0.659; number 6, O, carries -0.320; number 7, H, carries 0.500; number 8, H, carries 0.489; number 9, H, carries 0.506

# 5
This record from the OMol25 dataset describes the molecule CH3NO4S in a non-equilibrium geometry. The level of theory is wB97M-V/def2-TZVPD.

Computed properties:
- highest occupied orbital energy (eV) = -10.52
- gap between HOMO and LUMO (Eh) = 0.396
- LUMO (eV) = 0.27
- electronic energy (a.u.) = -793.63419
- energy above the lowest of the compared OMol25 structures with the same formula, charge and spin (eV) = 2.7330
- max |F| (eV Å⁻¹) = 1.7

Structure (ORCA input):
```
! RIJCOSX wB97M-V def2-TZVPD def2/J DEFGRID3
* xyz 0 1
C 0.27253 0.10299 0.00289
N -1.29350 -0.40243 -2.75383
O 0.03969 -0.69518 -2.54204
O -1.83053 -1.12787 -3.51491
O 0.80305 1.72758 -1.99910
O -1.72433 0.51859 -2.14662
S 1.09115 0.37290 -1.62575
H 0.83543 0.68692 0.72213
H 0.34646 -0.95209 0.24158
H -0.75670 0.43962 -0.00779
*
```

Okay, here come the natural (NBO) numbers, in e, for every atom: number 1, C, carries -0.847; number 2, N, carries 0.740; number 3, O, carries -0.571; number 4, O, carries -0.324; number 5, O, carries -0.888; number 6, O, carries -0.365; number 7, S, carries 1.516; number 8, H, carries 0.240; number 9, H, carries 0.235; number 10, H, carries 0.264

# 6
This record from the OMol25 dataset describes the molecule CH3NO4S in a non-equilibrium geometry. The level of theory is wB97M-V/def2-TZVPD.

Computed properties:
- highest occupied orbital energy (eV) = -10.11
- SMILES string = COS(=O)(=O)N=O
- gap between HOMO and LUMO (Eh) = 0.321
- LUMO (eV) = -1.38
- electronic energy (a.u.) = -793.66568
- energy above the lowest of the compared OMol25 structures with the same formula, charge and spin (eV) = 1.8760
- max |F| (eV Å⁻¹) = 2.9

Structure (ORCA input):
```
! RIJCOSX wB97M-V def2-TZVPD def2/J DEFGRID3
* xyz 0 1
C -1.55062 -0.09238 0.13725
O -0.45981 -0.35513 0.98359
S 0.93610 -0.43241 0.08969
O 1.95497 -0.94802 0.94008
O 0.67962 -1.01723 -1.16833
N 1.41476 1.29196 -0.33507
O 2.56080 1.42309 -0.44047
H -1.11189 0.49277 -0.72954
H -2.25769 0.60977 0.55942
H -2.16624 -0.97241 -0.03662
*
```

Okay, here come the natural (NBO) numbers, in e, for every atom: number 1, C, carries -0.277; number 2, O, carries -0.666; number 3, S, carries 2.274; number 4, O, carries -0.887; number 5, O, carries -0.902; number 6, N, carries 0.016; number 7, O, carries -0.154; number 8, H, carries 0.196; number 9, H, carries 0.196; number 10, H, carries 0.203

# 7
This record from the OMol25 dataset describes the molecule CH3NOP2 in a non-equilibrium geometry. The level of theory is wB97M-V/def2-TZVPD.

Computed properties:
- highest occupied orbital energy (alpha / beta) (eV) = -9.26 / -9.27
- SMILES string = N#[PH]PC=O
- gap between HOMO and LUMO (alpha / beta) (Eh) = 0.277 / 0.277
- LUMO (alpha / beta) (eV) = -1.72 / -1.72
- electronic energy (a.u.) = -852.44180
- energy above the lowest of the compared OMol25 structures with the same formula, charge and spin (eV) = 2.5334
- max |F| (eV Å⁻¹) = 2.8

Structure (ORCA input):
```
! RIJCOSX wB97M-V def2-TZVPD def2/J DEFGRID3
* xyz 0 1
N 1.53267 -1.18462 -1.98257
P 0.87835 -0.73849 -0.66819
P -1.12998 -0.89076 0.66409
C -0.53496 0.97942 0.68490
O -1.21876 1.91648 0.45166
H 1.73162 -0.66394 0.38529
H -1.77429 -0.61186 -0.51337
H 0.51535 1.19377 0.97820
*
```

Okay, here come the natural (NBO) numbers, in e, for every atom: number 1, N, carries -0.813; number 2, P, carries 0.885; number 3, P, carries 0.208; number 4, C, carries 0.163; number 5, O, carries -0.490; number 6, H, carries -0.078; number 7, H, carries -0.003; number 8, H, carries 0.129

# 8
This record from the OMol25 dataset describes a 2-piece molecular cluster, CH3NOP2S overall in a non-equilibrium geometry. The level of theory is wB97M-V/def2-TZVPD.

Computed properties:
- highest occupied orbital energy (eV) = -8.26
- SMILES string = C=NP=O.P=S
- gap between HOMO and LUMO (Eh) = 0.275
- LUMO (eV) = -0.78
- electronic energy (a.u.) = -1250.74086
- energy above the lowest of the compared OMol25 structures with the same formula, charge and spin (eV) = 2.1423
- max |F| (eV Å⁻¹) = 3.3

Structure (ORCA input):
```
! RIJCOSX wB97M-V def2-TZVPD def2/J DEFGRID3
* xyz 0 1
C -0.09318 1.75557 -1.38413
N -0.46287 0.60921 -0.94725
P -1.07094 -0.91644 -1.23739
O -1.07183 -1.64091 0.03704
H 0.98100 1.96430 -1.50202
H -0.63747 2.65575 -1.40838
P 0.64239 -2.18894 1.98201
S 1.85187 -0.73607 1.36845
H -0.13898 -1.50247 3.09166
*
```

Okay, here come the natural (NBO) numbers, in e, for every atom: number 1, C, carries 0.082; number 2, N, carries -0.806; number 3, P, carries 1.480; number 4, O, carries -1.066; number 5, H, carries 0.165; number 6, H, carries 0.169; number 7, P, carries 0.505; number 8, S, carries -0.456; number 9, H, carries -0.074

# 9
This record from the OMol25 dataset describes the molecule CH3NOS in a non-equilibrium geometry. The level of theory is wB97M-V/def2-TZVPD.

Computed properties:
- highest occupied orbital energy (eV) = -9.79
- gap between HOMO and LUMO (Eh) = 0.390
- LUMO (eV) = 0.81
- electronic energy (a.u.) = -567.99662
- energy above the lowest of the compared OMol25 structures with the same formula, charge and spin (eV) = 2.8338
- max |F| (eV Å⁻¹) = 4.3

Structure (ORCA input):
```
! RIJCOSX wB97M-V def2-TZVPD def2/J DEFGRID3
* xyz 0 1
C -0.10380 0.37920 0.01188
N -0.59428 -0.93129 0.39012
O -2.96685 0.25286 0.45724
S -1.85853 -0.07861 -0.43852
H 0.10973 1.13023 0.76076
H 0.39258 0.51342 -0.85012
H 0.07790 -1.67889 0.24515
*
```

Okay, here come the natural (NBO) numbers, in e, for every atom: number 1, C, carries -0.377; number 2, N, carries -0.832; number 3, O, carries -0.895; number 4, S, carries 1.320; number 5, H, carries 0.206; number 6, H, carries 0.176; number 7, H, carries 0.402

# 10
This record from the OMol25 dataset describes a 2-piece molecular cluster, CH3NOS overall in a non-equilibrium geometry. The level of theory is wB97M-V/def2-TZVPD.

Computed properties:
- highest occupied orbital energy (eV) = -8.68
- gap between HOMO and LUMO (Eh) = 0.334
- LUMO (eV) = 0.42
- electronic energy (a.u.) = -567.97583
- energy above the lowest of the compared OMol25 structures with the same formula, charge and spin (eV) = 3.3994
- max |F| (eV Å⁻¹) = 6.0

Structure (ORCA input):
```
! RIJCOSX wB97M-V def2-TZVPD def2/J DEFGRID3
* xyz 0 1
C -1.56804 -0.22841 0.68717
N -1.59937 -0.24837 -0.50532
O 1.23920 0.50988 -0.38628
S 1.52986 -0.49801 0.95057
H 0.05018 -0.73402 1.07134
H -1.49669 -0.11902 -1.44195
H 1.84486 1.31796 -0.37553
*
```

Okay, here come the natural (NBO) numbers, in e, for every atom: number 1, C, carries 0.295; number 2, N, carries -0.670; number 3, O, carries -0.881; number 4, S, carries 0.211; number 5, H, carries 0.117; number 6, H, carries 0.436; number 7, H, carries 0.491